# 1
A cluster of 2 separate species, C3H10N2O in total in a non-equilibrium geometry, computed with the ωB97M-V functional and the def2-TZVPD basis.

Output
- Energy above the lowest of the compared OMol25 structures with the same formula, charge and spin: 201.0 kJ/mol
- HOMO energy: -0.3459 hartree
- LUMO: 0.0299 hartree
- SMILES string: C=CO.NCN
- Frontier orbital gap: 10.23 eV

Structure (ORCA input):
```
! RIJCOSX wB97M-V def2-TZVPD def2/J DEFGRID3
* xyz 0 1
C -1.585 2.770 -0.431
C -0.828 2.086 0.410
O -1.349 1.139 1.251
H -1.207 3.630 -0.956
H -2.621 2.580 -0.668
H 0.200 2.389 0.499
H -2.296 1.102 1.058
N 0.221 -1.012 -0.494
C 1.109 -1.884 0.311
N 2.169 -2.505 -0.484
H -0.587 -0.879 0.096
H 0.677 -0.112 -0.492
H 1.534 -1.351 1.168
H 0.465 -2.584 0.845
H 1.875 -3.419 -0.785
H 2.222 -1.952 -1.329
*
```

Atom charges from the natural (NBO) analysis, given in e for atoms 1 to 5: C -0.52; C 0.13; O -0.68; H 0.21; H 0.19

=====

# 2
A structure of composition C19H15ClF2IN4O7W in a non-equilibrium geometry, computed with the ωB97M-V functional and the def2-TZVPD basis.

Output
- HOMO energy: -0.3805 hartree
- LUMO: -0.2300 hartree
- Frontier orbital gap: 4.10 eV

Structure (ORCA input):
```
! RIJCOSX wB97M-V def2-TZVPD def2/J DEFGRID3
* xyz 1 1
W -0.034 0.015 0.353
O -0.059 -1.901 0.219
N 0.987 -2.692 0.016
N 2.072 -1.986 0.005
O 1.921 -0.641 0.033
C 3.308 -2.597 0.116
C 3.356 -3.993 -0.001
C 4.548 -4.645 0.220
C 5.691 -3.923 0.538
C 5.641 -2.538 0.628
C 4.455 -1.859 0.418
H 2.465 -4.544 -0.254
H 4.596 -5.719 0.144
H 6.618 -4.443 0.715
H 6.534 -1.986 0.873
H 4.392 -0.785 0.521
F 3.918 3.028 -2.104
C 2.757 3.041 -1.449
C 2.155 1.830 -1.134
C 0.957 1.779 -0.419
C 0.340 3.019 -0.078
C 0.995 4.220 -0.402
F 0.466 5.402 -0.065
C 2.196 4.249 -1.075
C -0.980 2.930 0.524
C -1.810 4.019 0.802
C -3.099 3.821 1.248
C -3.549 2.513 1.417
C -2.693 1.475 1.148
N -1.409 1.637 0.729
H 2.671 0.927 -1.442
H 2.681 5.186 -1.291
H -1.449 5.021 0.664
H -3.739 4.663 1.450
H -4.552 2.308 1.755
H -3.040 0.454 1.273
O -1.907 -0.745 -3.032
Cl -1.308 -0.115 -1.967
O -1.388 1.285 -1.985
O 0.085 -0.456 -1.837
O -1.875 -0.536 -0.708
N -1.462 -2.962 2.326
C -1.384 -1.686 2.760
O -1.320 -0.730 1.886
C -1.400 -1.413 4.126
I 1.264 0.651 2.702
H -1.329 -3.158 1.343
H -1.505 -3.734 2.969
H -1.467 -2.207 4.847
H -1.314 -0.396 4.464
*
```

Atom charges from the natural (NBO) analysis, given in e for atoms 1 to 5: W 1.75; O -0.49; N 0.21; N 0.20; O -0.47

=====

# 3
An isolated molecule of C4H4O3 in a non-equilibrium geometry, computed with the ωB97M-V functional and the def2-TZVPD basis.

Output
- Energy above the lowest of the compared OMol25 structures with the same formula, charge and spin: 349.9 kJ/mol
- HOMO energy: -0.3532 hartree
- LUMO: 0.0167 hartree
- SMILES string: O=C1[C@@H]2[C@H](O)[C@]12O
- Frontier orbital gap: 10.07 eV

Structure (ORCA input):
```
! RIJCOSX wB97M-V def2-TZVPD def2/J DEFGRID3
* xyz 0 1
O 2.494 1.253 0.192
C 1.390 0.809 0.104
C 0.322 0.623 -0.823
C -0.706 0.120 0.188
O -1.587 1.135 0.792
C 0.669 -0.405 0.558
O 0.924 -1.732 0.574
H 0.123 0.731 -1.896
H -1.323 -0.762 0.036
H -1.278 1.925 1.242
H 1.728 -2.016 0.991
*
```

Atom charges from the natural (NBO) analysis, given in e for atoms 1 to 5: O -0.56; C 0.45; C -0.29; C 0.06; O -0.75

=====

# 4
A cluster of 2 separate species, CH12PSi3 in total, computed with the ωB97M-V functional and the def2-TZVPD basis.

Output
- Energy above the lowest of the compared OMol25 structures with the same formula, charge and spin: 18.7 kJ/mol
- HOMO energy: -0.5150 hartree
- LUMO: -0.2149 hartree
- Frontier orbital gap: 8.16 eV

Structure (ORCA input):
```
! RIJCOSX wB97M-V def2-TZVPD def2/J DEFGRID3
* xyz 1 1
C 0.823 0.753 2.971
Si 1.742 0.171 -1.367
Si -1.625 0.801 -2.587
Si -1.353 -1.777 -0.025
P -0.345 -0.725 -1.817
H 0.741 1.808 3.195
H 0.122 0.490 2.188
H 1.833 0.531 2.649
H 2.634 -0.976 -1.487
H 1.669 0.729 -0.020
H 1.912 1.193 -2.397
H -3.075 0.827 -2.448
H 0.602 0.180 3.862
H -1.136 1.839 -3.486
H -1.752 -0.742 0.928
H -0.296 -2.650 0.470
H -2.496 -2.453 -0.630
*
```

Atom charges from the natural (NBO) analysis, given in e for atoms 1 to 5: C -0.85; Si 0.71; Si 0.99; Si 0.70; P -0.53

=====

# 5
A cluster of 2 separate species, C3H7IN2OS in total in a non-equilibrium geometry, computed with the ωB97M-V functional and the def2-TZVPD basis.

Output
- Energy above the lowest of the compared OMol25 structures with the same formula, charge and spin: 119.4 kJ/mol
- HOMO energy (alpha / beta): -0.3296 / -0.3297 hartree
- LUMO (alpha / beta): -0.1348 / -0.1347 hartree
- Frontier orbital gap (alpha / beta): 5.30 / 5.31 eV

Structure (ORCA input):
```
! RIJCOSX wB97M-V def2-TZVPD def2/J DEFGRID3
* xyz 0 1
C 0.036 -1.034 0.385
C -0.872 -0.173 -0.638
C -1.894 0.635 0.070
N 1.012 -0.151 0.902
N 0.096 0.749 -1.232
O 2.026 2.116 -0.481
S 1.488 0.790 -0.527
I 4.415 -0.606 0.520
H -0.664 -1.463 1.180
H 0.482 -1.846 -0.280
H -1.403 -0.972 -1.319
H -1.489 1.430 0.739
H -2.727 0.045 0.444
H -2.450 1.083 -0.816
H 1.944 -0.603 1.052
*
```

Atom charges from the natural (NBO) analysis, given in e for atoms 1 to 5: C -0.28; C -0.07; C -0.64; N -0.75; N -0.65

=====

# 6
A structure of composition C32H39BCl2CrF2N11O4P in a non-equilibrium geometry, computed with the ωB97M-V functional and the def2-TZVPD basis.

Output
- Energy above the lowest of the compared OMol25 structures with the same formula, charge and spin: 225.3 kJ/mol
- HOMO energy (alpha / beta): -0.3259 / -0.3271 hartree
- LUMO (alpha / beta): -0.1328 / -0.1306 hartree
- Frontier orbital gap (alpha / beta): 5.26 / 5.35 eV

Structure (ORCA input):
```
! RIJCOSX wB97M-V def2-TZVPD def2/J DEFGRID3
* xyz 1 2
Cr -0.564 -0.120 0.185
C -1.906 4.064 3.377
N -1.368 2.766 2.992
C -0.399 2.066 3.651
C -0.185 0.926 2.939
N -0.994 0.921 1.834
C -1.731 2.047 1.886
P -3.082 2.591 0.875
C -3.271 1.154 -0.156
N -2.405 0.163 -0.430
C -3.009 -0.669 -1.343
C -4.236 -0.178 -1.642
N -4.396 0.967 -0.900
C -5.587 1.807 -0.888
C -0.157 2.691 -1.628
N 0.540 2.124 -0.488
C 1.777 2.578 -0.525
C 1.991 3.458 -1.594
N 0.846 3.516 -2.320
C 0.483 4.592 -3.215
H -1.625 4.276 4.404
H -2.992 4.056 3.304
H -1.517 4.850 2.730
H 0.056 2.426 4.561
H 0.493 0.117 3.146
H -2.515 -1.550 -1.714
H -5.013 -0.558 -2.286
H -6.463 1.188 -1.060
H -5.533 2.573 -1.660
H -5.683 2.292 0.079
H 2.504 2.260 0.212
H 2.875 4.009 -1.885
H 1.341 4.869 -3.826
H 0.147 5.481 -2.671
H -0.326 4.268 -3.869
N -0.747 1.650 -2.428
C 0.088 0.844 -3.307
C -0.479 1.020 -4.731
C 0.020 0.223 -5.946
C 1.398 0.616 -6.505
N 2.583 0.241 -5.732
C 2.988 -1.013 -5.553
N 2.540 -1.985 -6.354
N 3.988 -1.273 -4.717
C 0.225 -0.629 -2.801
O 0.703 -1.449 -3.592
O -0.090 -0.916 -1.602
H -1.597 1.953 -2.882
H -0.990 3.330 -1.295
H 1.109 1.242 -3.272
H -0.383 2.083 -4.979
H -1.552 0.813 -4.644
H -0.686 0.431 -6.756
H -0.027 -0.841 -5.729
H 1.440 1.697 -6.632
H 1.513 0.192 -7.506
H 2.959 0.924 -5.098
H 1.687 -1.830 -6.860
H 2.691 -2.935 -6.058
H 4.305 -0.578 -4.062
H 4.141 -2.225 -4.428
F -2.482 -2.332 0.919
B -1.255 -1.805 1.089
F -0.525 -2.458 2.016
Cl 5.484 0.676 -1.696
C 6.385 -0.410 -0.658
C 7.641 -0.009 -0.259
C 8.401 -0.853 0.531
C 7.874 -2.068 0.920
C 6.596 -2.448 0.542
Cl 6.026 -3.964 1.170
C 5.792 -1.630 -0.275
N 4.514 -1.911 -0.759
C 3.705 -3.079 -0.563
C 3.888 -4.140 -1.443
C 3.070 -5.257 -1.399
C 2.039 -5.302 -0.476
C 1.876 -4.262 0.425
C 2.707 -3.145 0.419
C 2.577 -2.148 1.558
C 2.328 -0.691 1.184
O 3.183 0.167 1.292
O 1.113 -0.451 0.764
H 8.025 0.952 -0.576
H 9.394 -0.560 0.846
H 8.450 -2.746 1.537
H 3.966 -1.074 -0.868
H 4.731 -4.104 -2.124
H 3.239 -6.086 -2.076
H 1.372 -6.155 -0.445
H 1.086 -4.323 1.167
H 3.482 -2.184 2.165
H 1.725 -2.455 2.164
*
```

Atom charges from the Löwdin analysis, given in e for atoms 1 to 5: Cr 0.86; C -0.04; N -0.13; C -0.03; C -0.10

=====

Number 1: M 90.13 Da. Number 2: M 795.54 Da. Number 3: M 100.07 Da. Number 4: M 139.34 Da. Number 5: M 246.07 Da. Number 6: M 844.42 Da.